{"formula": "C2H2F2LiLuO", "method": "ωB97M-V/def2-TZVPD", "spin_multiplicity": 2, "total_charge": 1, "energy_ha": -1594.9924, "max_force_ev_per_a": 5.59, "homo_ev": [-10.43, -10.40], "elements": ["F", "C", "C", "O", "H", "H", "Lu", "Li", "F"], "coordinates": [[0.112, -1.389, -2.235], [0.653, -0.176, -0.506], [-0.394, 0.289, 0.274], [-1.010, -0.531, 1.128], [1.303, -1.020, -0.219], [-1.010, 1.080, -0.195], [-2.538, -0.914, 2.689], [1.570, 1.838, 0.342], [1.312, 0.824, -1.279]], "forces_ev_per_a": [[0.417, 1.153, 1.657], [0.053, -0.622, -0.484], [0.956, 1.004, -2.208], [-3.465, -1.245, 4.212], [-0.487, 0.541, -0.624], [0.288, -0.262, 0.346], [3.161, 0.601, -3.444], [-0.282, -0.366, -0.454], [-0.641, -0.804, 1.000]]}

{"formula": "C4H12NOS", "method": "ωB97M-V/def2-TZVPD", "total_charge": -1, "energy_ha": -687.7769, "max_force_ev_per_a": 0.57, "homo_ev": -2.86, "elements": ["C", "C", "C", "S", "H", "H", "H", "H", "H", "H", "H", "H", "N", "C", "O", "H", "H", "H", "H"], "coordinates": [[0.865, -1.167, -1.708], [1.027, -1.464, -0.230], [-0.350, -1.649, 0.419], [-0.181, -1.863, 2.215], [1.813, -1.057, -2.228], [0.294, -0.258, -1.789], [0.303, -1.957, -2.210], [1.666, -2.338, -0.039], [1.475, -0.615, 0.288], [-0.851, -2.521, -0.001], [-0.910, -0.739, 0.191], [-1.226, -1.129, 2.604], [-0.211, 2.414, 1.232], [-0.962, 2.302, -0.065], [-0.626, 1.196, -0.732], [0.647, 1.896, 1.072], [0.052, 3.383, 1.396], [-2.042, 2.315, 0.222], [-0.782, 3.250, -0.638]], "forces_ev_per_a": [[-0.040, -0.403, -0.031], [-0.178, -0.121, 0.442], [0.327, -0.019, -0.340], [0.019, -0.157, 0.122], [0.234, 0.027, -0.010], [-0.164, 0.528, -0.117], [0.011, -0.205, -0.028], [-0.046, 0.005, -0.045], [0.151, 0.075, -0.171], [-0.076, -0.051, 0.004], [-0.048, 0.125, 0.113], [-0.031, 0.108, -0.037], [0.000, 0.131, 0.273], [-0.208, -0.308, -0.132], [-0.001, 0.111, 0.035], [0.031, -0.008, -0.048], [0.050, -0.041, 0.003], [-0.022, 0.165, 0.004], [-0.011, 0.039, -0.037]]}

{"formula": "C6H10O", "method": "ωB97M-V/def2-TZVPD", "total_charge": 0, "energy_ha": -309.7054, "max_force_ev_per_a": 0.55, "homo_ev": -8.01, "elements": ["C", "C", "C", "C", "C", "C", "O", "H", "H", "H", "H", "H", "H", "H", "H", "H", "H"], "coordinates": [[1.900, -0.323, 1.026], [0.516, -0.567, 1.589], [-0.439, 0.519, 1.249], [-0.726, -0.531, 0.184], [-0.397, -0.213, -1.256], [-1.366, 0.769, -1.873], [-2.307, 1.256, -1.294], [2.460, 0.066, 1.887], [2.004, 0.428, 0.223], [2.405, -1.247, 0.726], [-0.086, -1.442, 0.625], [-1.263, 0.710, 1.936], [-0.035, 1.448, 0.831], [-1.710, -0.980, 0.324], [-0.409, -1.119, -1.879], [0.613, 0.205, -1.362], [-1.160, 1.022, -2.935]], "forces_ev_per_a": [[0.063, -0.048, -0.032], [0.133, 0.216, -0.008], [-0.045, 0.101, 0.070], [-0.189, 0.021, -0.102], [0.026, -0.008, 0.059], [-0.263, 0.132, 0.168], [0.427, -0.228, -0.266], [-0.082, -0.054, -0.101], [-0.081, -0.100, 0.127], [-0.082, 0.134, 0.056], [0.000, -0.086, -0.063], [0.140, -0.046, -0.127], [-0.013, -0.155, 0.056], [0.159, 0.034, -0.003], [-0.011, 0.128, 0.049], [-0.142, -0.038, 0.004], [-0.040, -0.002, 0.113]]}

{"formula": "C30H20ClN4O4Ta", "method": "ωB97M-V/def2-TZVPD", "total_charge": 2, "energy_ha": -2192.0301, "max_force_ev_per_a": 0.69, "homo_ev": -13.36, "elements": ["Ta", "Cl", "C", "C", "C", "C", "O", "C", "C", "N", "C", "C", "C", "C", "C", "C", "C", "C", "N", "C", "C", "H", "H", "H", "H", "H", "H", "H", "H", "H", "H", "O", "C", "C", "C", "C", "C", "C", "C", "O", "N", "N", "C", "C", "C", "C", "C", "C", "C", "O", "H", "H", "H", "H", "H", "H", "H", "H", "H", "H"], "coordinates": [[0.739, 0.832, -0.043], [-6.044, 0.269, 2.391], [-4.416, 0.685, 2.028], [-4.090, 2.021, 1.765], [-2.793, 2.403, 1.472], [-1.818, 1.419, 1.401], [-0.544, 1.710, 1.093], [-2.125, 0.065, 1.675], [-1.065, -0.879, 1.784], [0.121, -0.722, 1.267], [1.244, -1.460, 1.749], [1.300, -2.798, 2.022], [2.470, -3.329, 2.607], [3.532, -2.528, 2.924], [3.501, -1.143, 2.630], [4.549, -0.239, 2.928], [4.424, 1.082, 2.591], [3.270, 1.508, 1.915], [2.268, 0.698, 1.624], [2.358, -0.620, 2.009], [-3.443, -0.288, 2.018], [-4.874, 2.765, 1.802], [-2.542, 3.436, 1.280], [-1.230, -1.755, 2.409], [0.462, -3.447, 1.805], [2.510, -4.388, 2.821], [4.409, -2.943, 3.401], [5.439, -0.600, 3.428], [5.197, 1.802, 2.814], [3.179, 2.543, 1.603], [-3.698, -1.311, 2.259], [-4.012, 0.332, -2.584], [-3.691, 1.631, -2.611], [-4.707, 2.522, -2.959], [-4.461, 3.876, -2.983], [-3.199, 4.390, -2.659], [-2.194, 3.527, -2.309], [-2.418, 2.137, -2.276], [-1.358, 1.257, -1.858], [-0.202, 1.805, -1.440], [-1.456, -0.045, -1.801], [-0.224, -0.552, -1.342], [0.214, -1.634, -1.900], [1.560, -2.114, -1.799], [1.922, -3.374, -2.298], [3.251, -3.738, -2.341], [4.239, -2.845, -1.929], [3.923, -1.580, -1.454], [2.585, -1.237, -1.380], [2.185, -0.037, -0.909], [-3.250, -0.213, -2.328], [-5.678, 2.119, -3.214], [-5.258, 4.551, -3.263], [-3.019, 5.455, -2.693], [-1.211, 3.904, -2.063], [-0.482, -2.145, -2.562], [1.157, -4.053, -2.654], [3.532, -4.711, -2.719], [5.277, -3.141, -1.994], [4.687, -0.877, -1.154]], "forces_ev_per_a": [[-0.351, -0.071, -0.033], [0.000, 0.009, 0.002], [0.006, -0.103, 0.025], [0.055, 0.045, -0.013], [-0.126, -0.201, 0.058], [0.094, -0.173, 0.095], [-0.216, 0.168, 0.044], [-0.119, 0.153, -0.013], [0.005, 0.001, 0.015], [-0.024, -0.266, 0.214], [0.216, 0.097, 0.080], [0.064, 0.101, 0.006], [-0.012, -0.022, 0.004], [0.016, -0.003, 0.008], [-0.036, 0.000, -0.021], [-0.044, 0.034, -0.019], [-0.048, -0.022, -0.007], [0.047, 0.047, 0.071], [0.131, 0.106, 0.080], [-0.070, -0.088, -0.039], [-0.037, 0.144, -0.004], [-0.008, 0.006, -0.006], [0.036, 0.005, -0.009], [0.035, -0.010, -0.001], [-0.023, 0.005, -0.007], [0.002, -0.004, 0.011], [0.006, -0.007, -0.003], [0.011, -0.004, -0.006], [0.014, -0.004, 0.006], [-0.011, -0.007, -0.010], [0.013, -0.023, -0.009], [-0.029, -0.051, -0.005], [-0.023, 0.019, 0.103], [0.038, 0.022, -0.028], [-0.002, -0.034, -0.017], [0.035, 0.014, 0.008], [-0.001, 0.028, -0.023], [-0.074, -0.174, -0.040], [-0.102, 0.013, 0.128], [0.515, 0.381, -0.242], [0.167, 0.007, 0.075], [-0.490, -0.091, -0.467], [-0.152, 0.092, 0.067], [0.340, 0.009, 0.035], [0.055, 0.084, 0.027], [-0.062, -0.069, -0.031], [0.080, 0.068, 0.027], [-0.139, -0.214, -0.063], [-0.279, -0.025, -0.020], [0.514, -0.077, -0.023], [0.036, 0.036, -0.046], [-0.006, -0.015, 0.008], [-0.007, 0.014, 0.000], [0.000, 0.005, 0.001], [0.001, 0.003, 0.004], [-0.014, -0.004, -0.004], [-0.029, 0.010, 0.001], [0.005, -0.008, -0.001], [0.004, 0.011, 0.005], [-0.009, 0.032, 0.004]]}

{"formula": "C28H55CaN9O5PS", "method": "ωB97M-V/def2-TZVPD", "total_charge": 1, "energy_ha": -3386.0408, "max_force_ev_per_a": 2.71, "homo_ev": -8.83, "elements": ["Ca", "C", "C", "C", "C", "C", "C", "C", "C", "C", "C", "H", "H", "H", "H", "H", "H", "H", "H", "H", "H", "H", "H", "H", "H", "H", "C", "S", "C", "O", "H", "H", "H", "H", "H", "H", "N", "C", "N", "N", "C", "N", "H", "H", "H", "H", "C", "C", "O", "P", "O", "C", "C", "O", "C", "C", "H", "H", "H", "H", "H", "H", "H", "H", "H", "H", "H", "H", "H", "H", "H", "O", "C", "C", "C", "C", "C", "C", "N", "H", "H", "H", "H", "H", "H", "H", "H", "H", "H", "H", "N", "C", "N", "N", "C", "N", "H", "H", "H", "H"], "coordinates": [[-1.161, -1.735, 0.067], [-2.024, -3.641, -1.364], [-2.562, -4.014, -0.116], [-1.480, -4.439, 0.663], [-0.290, -4.347, -0.068], [-0.591, -3.795, -1.357], [0.282, -3.736, -2.589], [1.099, -4.776, 0.407], [-1.557, -4.885, 2.112], [-4.000, -4.003, 0.313], [-2.910, -3.242, -2.545], [-0.036, -2.911, -3.262], [0.170, -4.667, -3.148], [1.354, -3.622, -2.388], [1.567, -5.345, -0.372], [0.971, -5.488, 1.252], [1.799, -3.997, 0.769], [-1.116, -5.900, 2.177], [-2.539, -4.895, 2.495], [-0.874, -4.290, 2.783], [-4.393, -5.031, 0.399], [-4.640, -3.528, -0.415], [-4.145, -3.527, 1.328], [-3.433, -4.120, -2.936], [-2.399, -2.861, -3.405], [-3.752, -2.556, -2.266], [-5.041, 0.901, 1.257], [-3.622, 0.785, 0.111], [-4.538, 0.030, -1.259], [-2.766, -0.335, 0.680], [-5.609, 1.712, 0.786], [-4.634, 1.227, 2.243], [-5.627, -0.002, 1.207], [-5.127, 0.786, -1.777], [-5.122, -0.776, -0.818], [-3.766, -0.266, -1.936], [2.672, -2.884, 3.363], [2.400, -1.776, 4.050], [2.970, -1.626, 5.252], [1.683, -0.751, 3.609], [0.949, -0.971, 2.601], [0.272, -1.071, 1.660], [3.187, -3.627, 3.814], [2.045, -3.250, 2.676], [3.630, -2.216, 5.712], [2.756, -0.745, 5.680], [2.396, -1.464, -5.022], [3.485, -1.376, -3.952], [3.635, -0.119, -3.415], [2.476, 0.489, -2.373], [3.555, 1.202, -1.373], [4.527, 0.407, -0.659], [5.918, 0.943, -0.860], [1.915, 1.781, -3.105], [2.775, 2.624, -3.919], [2.711, 4.098, -3.533], [2.154, -2.531, -5.319], [2.663, -0.838, -5.917], [1.449, -1.072, -4.585], [4.444, -1.762, -4.325], [3.178, -2.062, -3.154], [4.415, -0.630, -1.034], [4.293, 0.382, 0.405], [6.404, 0.602, -1.772], [6.559, 0.709, 0.011], [5.827, 2.019, -0.908], [2.477, 2.550, -4.956], [3.806, 2.251, -3.809], [1.723, 4.518, -3.858], [3.549, 4.603, -4.001], [2.777, 4.247, -2.447], [0.411, 2.377, 1.600], [0.336, 3.287, 2.400], [0.667, 3.095, 3.920], [-0.654, 2.702, 4.633], [-1.856, 3.596, 4.399], [-2.434, 3.542, 2.985], [-1.722, 4.435, 1.936], [-0.257, 4.525, 2.140], [1.133, 3.956, 4.334], [1.382, 2.244, 4.006], [-0.411, 2.666, 5.728], [-0.942, 1.690, 4.442], [-1.635, 4.574, 4.721], [-2.627, 3.220, 5.150], [-3.412, 3.897, 3.042], [-2.540, 2.490, 2.712], [-2.060, 5.484, 1.968], [-2.002, 4.088, 0.945], [0.012, 5.230, 2.783], [-0.331, 3.375, -0.869], [-1.202, 3.393, -1.845], [-1.681, 4.608, -2.256], [-1.778, 2.329, -2.409], [-1.358, 1.120, -2.069], [-1.077, 0.011, -1.833], [0.021, 4.191, -0.407], [-0.074, 2.543, -0.397], [-1.037, 5.405, -2.116], [-2.033, 4.559, -3.207]], "forces_ev_per_a": [[-0.181, -0.425, -0.940], [-0.265, 0.413, -1.379], [0.275, 0.317, -0.212], [0.181, 0.150, 1.610], [1.132, 0.902, -0.567], [-1.068, -0.709, 0.290], [-0.255, 0.293, -0.112], [-1.044, -0.285, 1.008], [2.534, -0.232, -0.451], [-0.063, -0.357, 1.030], [-0.840, -0.442, 0.779], [0.263, -0.399, 0.364], [0.045, -0.014, -0.138], [-0.254, 0.107, 0.147], [0.570, -0.159, -0.451], [0.113, 0.359, -0.394], [-0.372, -0.060, -0.465], [-0.507, 0.226, 0.114], [-1.087, 0.009, 0.496], [-0.824, -0.222, -0.498], [0.143, 0.240, 0.063], [-0.168, 0.391, -0.152], [0.066, -0.340, -1.048], [0.004, -0.191, 0.087], [0.546, 0.577, -0.283], [0.860, -0.307, -0.170], [1.021, 1.239, -0.592], [-0.519, -0.614, 0.650], [0.118, 0.755, 0.737], [-0.682, 0.511, -0.030], [-0.171, 0.022, 0.407], [-0.565, -0.530, -0.712], [0.047, -0.378, 0.455], [-0.234, 0.015, 0.243], [0.044, -0.110, -0.409], [0.394, -0.634, -0.452], [0.272, -1.071, 0.126], [0.632, 0.332, 0.475], [-0.392, 0.860, 0.058], [0.908, -0.333, 1.907], [-1.355, 0.235, -2.331], [0.785, -0.021, 1.018], [0.007, 0.207, 0.119], [-0.400, 0.297, -0.597], [0.138, -0.440, -0.209], [0.132, 0.137, 0.246], [-0.573, -0.009, -0.542], [-0.806, -2.272, -0.490], [-0.024, 1.902, 0.426], [0.785, -1.296, 0.476], [0.261, 0.493, 0.386], [-0.696, -1.048, -0.653], [0.388, 0.097, 0.363], [-0.043, 0.920, -0.802], [0.845, 0.204, 0.647], [-1.224, -0.304, 0.417], [0.600, 1.201, 0.212], [-0.321, -0.690, 0.709], [0.544, -0.101, -0.344], [-0.136, 0.450, 0.075], [0.093, -0.198, 0.083], [0.339, 0.309, 0.310], [-0.317, 0.253, 0.010], [-0.115, -0.065, -0.019], [-0.262, -0.031, -0.474], [0.157, 0.386, -0.007], [-0.154, -0.425, -0.219], [-0.396, 0.202, -0.181], [0.932, -0.096, 0.126], [-0.110, 0.269, -0.183], [0.132, -0.178, -0.216], [-0.243, 0.494, 0.277], [0.435, -0.462, 1.778], [-0.071, -2.070, -1.699], [1.105, 0.577, 1.367], [-1.021, -1.663, 0.912], [1.164, 0.149, 0.237], [-0.078, 0.342, 0.338], [-0.416, -1.021, -1.557], [0.163, 0.935, 0.412], [-0.441, 0.591, -0.064], [-0.254, 0.296, -0.788], [0.050, -0.765, -0.665], [0.235, 1.504, 0.202], [0.641, 0.514, -1.076], [-1.876, 0.658, 0.027], [0.424, -0.027, -0.419], [-0.144, -0.482, 0.293], [0.372, -0.127, -0.177], [-0.039, 0.413, 0.720], [0.550, 0.191, 0.111], [-1.224, -0.188, -0.598], [0.986, 0.619, -0.388], [0.729, -0.272, 0.271], [0.055, -0.034, -0.082], [-0.288, 0.682, 0.139], [-0.067, 0.433, -0.037], [0.220, -0.935, 0.369], [-0.714, -0.764, -0.098], [-0.134, 0.114, 0.245]]}